Record 1
Density functional theory data (ωB97M-V/def2-TZVPD) for C16H38AsN3O5Ru as an isolated structure.

As for the orbital gap (alpha / beta): 7.71 / 7.52 eV. The LUMO energy (alpha / beta) is -10.0 / -10.2 eV. The electronic energy comes out at -3502.533998 hartree. The calculation puts the energy above the lowest of the compared OMol25 structures with the same formula, charge and spin at 0.081 eV. As for the highest occupied orbital energy (alpha / beta): -17.73 / -17.67 eV.

```
! RIJCOSX wB97M-V def2-TZVPD def2/J DEFGRID3
* xyz 3 2
Ru -0.14 0.89 0.07
C -3.16 1.38 0.29
C -2.81 1.99 1.62
O -1.52 1.46 1.96
C -0.74 2.27 2.86
C -0.11 3.40 2.08
O 0.65 2.76 1.04
C 1.20 3.60 0.01
C 0.28 3.56 -1.17
O 0.13 2.15 -1.53
C -0.87 1.96 -2.57
C -2.24 1.98 -1.92
O -2.00 1.54 -0.56
H -4.01 1.89 -0.17
H -3.39 0.31 0.37
H -3.54 1.72 2.38
H -2.77 3.08 1.55
H 0.05 1.61 3.22
H -1.33 2.61 3.71
H 0.55 3.99 2.72
H -0.84 4.08 1.62
H 2.17 3.19 -0.24
H 1.34 4.62 0.39
H 0.71 4.09 -2.02
H -0.71 3.97 -0.95
H -0.66 0.99 -3.01
H -0.75 2.72 -3.33
H -2.91 1.29 -2.43
H -2.71 2.96 -1.87
C -2.01 -3.67 -1.05
N -1.17 -2.56 -0.56
C -1.61 -2.07 0.75
C -0.30 -1.92 -1.35
N -0.07 -0.59 -1.25
N 0.30 -2.60 -2.35
C 0.82 -1.92 -3.54
C 0.73 -4.00 -2.22
H -3.05 -3.39 -0.89
H -1.80 -4.59 -0.51
H -1.85 -3.82 -2.11
H -1.54 -2.89 1.47
H -2.65 -1.75 0.70
H -0.98 -1.26 1.11
H 0.65 -0.33 -1.92
H 1.83 -1.53 -3.38
H 0.15 -1.13 -3.87
H 0.88 -2.66 -4.34
H 0.48 -4.38 -1.24
H 1.81 -4.04 -2.35
H 0.26 -4.62 -2.98
C 3.93 -0.79 0.61
As 2.46 -0.91 1.81
C 2.94 -0.24 3.52
C 1.82 -2.70 1.96
O 1.17 0.06 1.21
H 4.72 -1.45 0.97
H 4.29 0.23 0.59
H 3.61 -1.10 -0.38
H 3.75 -0.86 3.91
H 2.09 -0.29 4.20
H 3.30 0.79 3.42
H 2.66 -3.34 2.24
H 1.43 -3.01 0.99
H 1.05 -2.75 2.72
*
```



Record 2
Density functional theory data (ωB97M-V/def2-TZVPD) for a 2-piece molecular cluster, C5H4O2 overall in a non-equilibrium geometry.

As for the orbital gap: 8.19 eV. The LUMO energy is -0.9 eV. The electronic energy comes out at -343.264668 hartree. The calculation puts the energy above the lowest of the compared OMol25 structures with the same formula, charge and spin at 3.475 eV. Its SMILES is C=C=C=O.C=C=O. As for the highest occupied orbital energy: -9.05 eV.

```
! RIJCOSX wB97M-V def2-TZVPD def2/J DEFGRID3
* xyz 0 1
C -0.14 -0.47 -2.57
C 0.11 -1.22 -1.55
C -1.78 1.00 -0.19
C 0.34 -2.10 -0.59
C -0.76 1.76 -0.13
O -0.34 0.24 -3.47
O -2.80 0.48 -0.04
H 1.38 -2.68 -0.49
H -0.42 -2.37 0.19
H -0.89 2.65 0.45
H 0.14 1.58 -0.62
*
```



Record 3
Density functional theory data (ωB97M-V/def2-TZVPD) for a 7-piece molecular cluster, C52H60ClFN7O14 overall in a non-equilibrium geometry.

As for the orbital gap: 4.78 eV. The LUMO energy is 0.1 eV. The electronic energy comes out at -4013.386694 hartree. The calculation puts the energy above the lowest of the compared OMol25 structures with the same formula, charge and spin at 9.286 eV. As for the highest occupied orbital energy: -4.67 eV.

```
! RIJCOSX wB97M-V def2-TZVPD def2/J DEFGRID3
* xyz -1 1
C -7.72 -1.44 -0.22
C -8.62 -0.04 -0.40
C -7.66 1.32 -0.28
C -6.40 1.29 -1.34
C -5.60 2.72 -1.45
C -3.99 2.37 -1.66
C -3.32 2.38 -0.15
C -1.73 1.98 -0.12
C -1.38 0.76 0.97
N -2.45 -0.34 0.99
C -2.92 -0.64 2.39
C -3.71 0.64 3.11
F -5.19 0.48 3.12
C -1.80 -1.51 0.29
C -1.43 -1.21 -1.31
O -2.31 -0.78 -2.21
O 0.02 -1.40 -1.65
C -2.69 -2.89 0.27
Cl -4.40 -2.57 -0.44
C -1.91 -4.14 -0.47
C -2.73 -4.78 -1.75
H -6.99 -1.38 0.69
H -7.13 -1.67 -1.23
H -8.50 -2.31 0.00
H -9.45 0.02 0.45
H -9.12 -0.11 -1.47
H -8.32 2.27 -0.49
H -7.17 1.35 0.81
H -5.66 0.42 -0.99
H -6.83 1.05 -2.41
H -6.02 3.46 -2.26
H -5.69 3.26 -0.40
H -3.50 3.16 -2.37
H -3.96 1.29 -2.16
H -3.39 3.50 0.25
H -4.01 1.75 0.55
H -1.39 1.59 -1.17
H -1.04 2.89 0.23
H -1.25 1.31 2.01
H -0.29 0.34 0.71
H -1.97 -0.97 3.03
H -3.68 -1.54 2.47
H -3.41 1.68 2.64
H -3.29 0.66 4.23
H -0.81 -1.77 0.90
H -2.89 -3.26 1.39
H -0.79 -3.88 -0.78
H -1.80 -5.04 0.31
H -3.78 -5.18 -1.37
H -2.87 -4.00 -2.64
H -2.14 -5.75 -2.12
C 0.74 -7.84 -6.99
C -0.38 -8.67 -6.88
C -1.58 -8.16 -6.37
C -1.64 -6.82 -5.97
C -0.52 -5.99 -6.06
C 0.67 -6.51 -6.57
N -2.90 -6.28 -5.45
O -3.87 -7.05 -5.36
O -2.93 -5.08 -5.14
H 1.67 -8.24 -7.39
H -0.32 -9.70 -7.20
H -2.44 -8.82 -6.29
H -0.55 -4.95 -5.75
H 1.55 -5.87 -6.66
C -2.16 7.57 3.23
C -1.22 6.67 2.73
C -1.29 5.31 3.06
C -2.33 4.87 3.89
C -3.28 5.77 4.40
C -3.19 7.12 4.06
N -2.44 3.44 4.22
O -1.57 2.68 3.77
O -3.39 3.08 4.93
H -2.10 8.62 2.96
H -0.42 7.02 2.08
H -0.55 4.63 2.67
H -4.09 5.43 5.05
H -3.92 7.82 4.45
C 3.49 2.37 -2.40
C 4.29 3.51 -2.38
C 3.97 4.57 -1.53
C 2.85 4.48 -0.70
C 2.04 3.34 -0.72
C 2.36 2.28 -1.57
N 2.53 5.58 0.22
O 3.26 6.58 0.19
O 1.55 5.45 0.96
H 3.74 1.54 -3.06
H 5.16 3.57 -3.02
H 4.61 5.45 -1.52
H 1.16 3.25 -0.08
H 1.74 1.39 -1.60
C 7.89 5.47 2.60
C 9.25 5.23 2.34
C 9.65 4.77 1.09
C 8.69 4.55 0.09
C 7.33 4.79 0.35
C 6.94 5.25 1.60
N 9.11 4.09 -1.24
O 10.32 3.88 -1.42
O 8.24 3.94 -2.10
H 7.58 5.84 3.57
H 9.98 5.41 3.12
H 10.71 4.59 0.91
H 6.58 4.62 -0.42
H 5.89 5.43 1.81
C -6.46 -5.81 4.61
C -5.56 -6.65 5.26
C -4.19 -6.55 4.98
C -3.74 -5.60 4.05
C -4.65 -4.76 3.39
C -6.02 -4.87 3.68
N -2.31 -5.47 3.78
O -1.54 -6.24 4.37
O -1.95 -4.60 2.98
H -7.53 -5.89 4.83
H -5.91 -7.38 5.98
H -3.50 -7.21 5.50
H -4.32 -4.02 2.67
H -6.73 -4.23 3.17
C 10.06 0.97 -1.83
C 11.17 0.39 -2.45
C 11.82 -0.70 -1.86
C 11.33 -1.21 -0.65
C 10.23 -0.62 -0.02
C 9.59 0.47 -0.62
N 11.99 -2.37 -0.03
O 12.98 -2.84 -0.61
O 11.52 -2.81 1.02
H 9.56 1.81 -2.30
H 11.53 0.79 -3.40
H 12.68 -1.14 -2.36
H 9.85 -1.01 0.93
H 8.73 0.92 -0.14
*
```



Record 4
Density functional theory data (ωB97M-V/def2-TZVPD) for an isolated molecule of C3H5N3O in a non-equilibrium geometry.

As for the orbital gap: 10.19 eV. The LUMO energy is 0.6 eV. The electronic energy comes out at -356.802838 hartree. The calculation puts the energy above the lowest of the compared OMol25 structures with the same formula, charge and spin at 1.484 eV. Its SMILES is Cc1n[nH]c(=O)[nH]1. As for the highest occupied orbital energy: -9.60 eV.

```
! RIJCOSX wB97M-V def2-TZVPD def2/J DEFGRID3
* xyz 0 1
C 1.90 -0.08 0.06
C 0.42 -0.22 0.10
N -0.20 -1.23 0.61
N -1.59 -1.01 0.36
C -1.74 0.18 -0.39
O -2.78 0.63 -0.80
N -0.46 0.73 -0.40
H 2.27 0.23 -0.92
H 2.34 -1.04 0.32
H 2.24 0.66 0.80
H -2.16 -0.46 1.06
H -0.24 1.61 -0.81
*
```



Record 5
Density functional theory data (ωB97M-V/def2-TZVPD) for C47H45CdN13O3S2Si as an isolated structure.

As for the orbital gap: 7.48 eV. The LUMO energy is -0.1 eV. The electronic energy comes out at -4009.243591 hartree. The calculation puts the energy above the lowest of the compared OMol25 structures with the same formula, charge and spin at 0.623 eV. As for the highest occupied orbital energy: -7.54 eV.

```
! RIJCOSX wB97M-V def2-TZVPD def2/J DEFGRID3
* xyz 0 1
Cd 1.38 -1.59 -0.67
N -2.42 -4.92 -1.23
C -3.55 -4.60 -0.47
C -4.79 -5.13 -0.81
C -5.91 -4.83 -0.06
C -5.82 -3.98 1.03
C -4.58 -3.43 1.36
C -3.46 -3.75 0.62
S -1.87 -3.07 1.05
N -0.93 -3.34 -0.32
C -1.25 -4.18 -1.22
C -0.33 -4.40 -2.37
C -0.49 -5.47 -3.26
C 0.34 -5.54 -4.37
C 1.30 -4.57 -4.55
C 1.43 -3.59 -3.58
N 0.64 -3.51 -2.52
H -2.61 -5.43 -2.07
H -4.86 -5.79 -1.67
H -6.87 -5.26 -0.33
H -6.69 -3.73 1.61
H -4.49 -2.75 2.20
H -1.21 -6.26 -3.08
H 0.22 -6.34 -5.08
H 1.95 -4.58 -5.42
H 2.20 -2.83 -3.66
C 0.67 -1.00 5.50
N 1.36 -0.69 4.26
C 0.83 -0.45 3.06
N 1.76 -0.03 2.23
C 2.87 -0.03 3.01
N 2.67 -0.41 4.25
C 0.48 0.26 6.31
C 0.88 0.37 7.63
C 0.73 1.57 8.31
C 0.21 2.68 7.67
C -0.17 2.58 6.34
C -0.05 1.37 5.67
C -0.61 3.75 5.58
N -0.82 4.96 5.98
N -1.15 5.69 4.86
C -1.13 4.88 3.86
O -0.80 3.62 4.24
C -1.36 5.16 2.45
C -1.64 6.47 2.06
C -1.84 6.76 0.72
C -1.75 5.75 -0.22
C -1.48 4.44 0.15
C -1.40 3.41 -0.97
N -1.33 2.02 -0.58
C -0.26 1.26 -0.31
N -0.65 0.01 -0.11
C -1.99 0.07 -0.26
N -2.45 1.27 -0.53
C -1.28 4.14 1.49
H 1.26 -1.73 6.06
H -0.29 -1.45 5.24
H -0.21 -0.59 2.81
H 3.85 0.26 2.66
H 1.32 -0.49 8.13
H 1.04 1.64 9.35
H 0.11 3.64 8.18
H -0.34 1.31 4.63
H -1.70 7.24 2.82
H -2.05 7.77 0.41
H -1.91 5.98 -1.27
H -0.54 3.63 -1.60
H -2.30 3.50 -1.57
H 0.76 1.61 -0.30
H -2.64 -0.78 -0.16
H -1.06 3.13 1.81
C -2.53 5.18 -4.46
C -1.79 3.87 -4.30
C -2.45 2.73 -3.86
C -1.77 1.53 -3.74
C -0.42 1.45 -4.06
C 0.25 2.59 -4.50
C -0.43 3.79 -4.61
S 0.38 -0.15 -3.96
O 1.19 -0.27 -5.15
O -0.70 -1.09 -3.81
N 1.24 -0.13 -2.61
C 2.42 0.54 -2.46
C 3.11 1.27 -3.45
C 4.27 1.94 -3.11
C 4.75 1.88 -1.80
C 4.03 1.12 -0.90
N 2.91 0.47 -1.20
H -3.46 5.17 -3.90
H -2.78 5.35 -5.51
H -1.92 6.02 -4.13
H -3.50 2.78 -3.61
H -2.28 0.63 -3.42
H 1.30 2.53 -4.76
H 0.09 4.67 -4.96
H 2.76 1.26 -4.47
H 4.81 2.50 -3.86
H 5.65 2.39 -1.50
H 4.37 1.01 0.12
C 2.39 -5.21 -0.51
Si 3.07 -3.43 -0.31
C 3.97 -3.53 1.37
C 4.52 -3.31 -1.56
H 3.13 -5.94 -0.18
H 2.15 -5.43 -1.56
H 1.48 -5.35 0.08
H 4.57 -4.44 1.41
H 3.26 -3.57 2.21
H 4.64 -2.68 1.54
H 5.30 -4.03 -1.32
H 4.96 -2.31 -1.54
H 4.19 -3.50 -2.59
*
```



Record 6
Density functional theory data (ωB97M-V/def2-TZVPD) for a 2-piece molecular cluster, C2H2FNO2 overall in a non-equilibrium geometry.

As for the orbital gap: 9.20 eV. The LUMO energy is -0.7 eV. The electronic energy comes out at -382.346115 hartree. The calculation puts the energy above the lowest of the compared OMol25 structures with the same formula, charge and spin at 5.015 eV. Its SMILES is O=C=NF.C=O. As for the highest occupied orbital energy: -9.94 eV.

```
! RIJCOSX wB97M-V def2-TZVPD def2/J DEFGRID3
* xyz 0 1
C 1.18 1.01 0.44
C -0.65 -1.11 -0.20
N 0.16 0.96 -0.21
O 2.24 0.82 0.81
O 0.01 -1.54 0.74
F -1.05 1.65 -0.09
H -1.61 -0.54 -0.14
H -0.27 -1.24 -1.33
*
```



What is the electronic energy in the second record?
-343.264668 hartree



Number 6 is which compound?
C2H2FNO2